C32H52ClN6O3Si3Y | the ωB97M-V functional and the def2-TZVPD basis

Its gap between HOMO and LUMO is 4.69 eV. The value obtained for the energy relative to the best compared isomer or geometry (same formula, charge and spin) is 248.0 kJ/mol. The calculation puts the strongest force on any atom at 0.0211 hartree/bohr. As for the multiplicity: 1.

Last column: Löwdin charge in e.
Element x y z (Å)
Y (-0.1751, 0.2338, -0.6987)  1.23
C (0.7565, 3.4188, -0.7758)  -0.18
Si (-0.1768, 3.1875, -2.4041)  0.32
C (0.8663, 4.0161, -3.7211)  -0.18
C (-1.8366, 4.0305, -2.2644)  -0.17
N (-0.3023, 1.4939, -2.5463)  -0.23
C (-0.9387, 0.7860, -3.5841)  -0.37
C (-1.4870, 1.4090, -4.7101)  -0.06
C (-2.1466, 0.7078, -5.7189)  -0.12
C (-2.2764, -0.6605, -5.6106)  -0.12
C (-1.7224, -1.3084, -4.5066)  -0.07
C (-1.0202, -0.6381, -3.4997)  -0.39
N (-0.3833, -1.2968, -2.4206)  -0.24
Si (-0.0007, -2.9442, -2.4227)  0.33
C (0.8559, -3.5343, -3.9857)  -0.18
C (-1.4668, -4.0855, -2.0938)  -0.18
C (1.2684, -3.2102, -1.0148)  -0.18
H (0.9251, 4.4806, -0.5609)  0.04
H (1.7418, 2.9320, -0.8170)  0.02
H (0.1932, 3.0078, 0.0737)  -0.01
H (1.0537, 5.0669, -3.4585)  0.03
H (0.3899, 3.9944, -4.7074)  0.02
H (1.8355, 3.5064, -3.8033)  0.02
H (-1.7839, 4.9411, -1.6535)  0.03
H (-2.5340, 3.3291, -1.7932)  0.02
H (-2.2447, 4.3037, -3.2437)  0.03
H (-1.4129, 2.4941, -4.7793)  0.08
H (-2.5635, 1.2343, -6.5704)  0.09
H (-2.8088, -1.2257, -6.3677)  0.09
H (-1.8551, -2.3855, -4.4063)  0.08
H (0.3501, -3.1519, -4.8787)  0.02
H (0.8778, -4.6308, -4.0477)  0.03
H (1.8938, -3.1749, -4.0067)  0.02
H (-1.8547, -4.5111, -3.0265)  0.02
H (-2.2827, -3.5086, -1.6399)  0.01
H (-1.2095, -4.9260, -1.4330)  0.02
H (1.4790, -2.2816, -0.4705)  -0.02
H (2.2216, -3.5587, -1.4315)  0.03
H (0.9513, -3.9736, -0.2875)  0.02
O (3.1093, -0.7672, 7.2473)  0.12
C (2.0273, -0.4499, 6.5083)  -0.49
O (0.9386, -0.4845, 6.9994)  0.12
C (2.2569, -0.1328, 5.0617)  -0.15
C (3.1659, -0.8460, 4.2926)  -0.02
C (3.2158, -0.6588, 2.9162)  -0.03
C (2.3648, 0.2534, 2.3052)  -0.27
C (1.5080, 1.0218, 3.0868)  -0.01
C (1.4444, 0.8168, 4.4512)  0.00
N (2.2496, 0.3167, 0.8834)  0.10
C (3.3183, 0.3810, 0.2257)  -0.08
C (3.3834, 0.2728, -1.2427)  -0.27
C (4.6122, 0.3334, -1.8683)  -0.01
C (4.6626, 0.1680, -3.2480)  -0.05
C (3.4804, -0.0444, -3.9244)  -0.02
C (2.2851, -0.0784, -3.2089)  -0.09
N (2.2426, 0.0749, -1.8926)  0.08
H (3.9138, -0.5918, 6.7461)  0.11
H (3.7927, -1.6058, 4.7456)  0.12
H (3.8549, -1.2920, 2.3106)  0.12
H (0.8485, 1.7196, 2.5838)  0.08
H (0.7375, 1.3728, 5.0577)  0.12
H (4.2722, 0.5193, 0.7434)  0.14
H (5.5082, 0.5044, -1.2824)  0.11
H (5.6061, 0.2061, -3.7763)  0.11
H (3.4616, -0.1790, -4.9979)  0.12
H (1.3302, -0.2207, -3.7039)  0.10
C (-1.0776, 3.4045, 3.1514)  -0.17
Si (-1.9356, 2.0225, 2.2028)  0.21
C (-3.3891, 2.7918, 1.3355)  -0.18
C (-2.6895, 0.9540, 3.6013)  -0.16
O (-0.9084, 1.1567, 1.3276)  -0.53
H (-1.8073, 3.9312, 3.7784)  0.03
H (-0.6237, 4.1430, 2.4779)  0.03
H (-0.2855, 3.0301, 3.8142)  0.00
H (-4.1554, 3.0988, 2.0603)  0.03
H (-3.8254, 2.0873, 0.6223)  -0.02
H (-3.0826, 3.6844, 0.7737)  0.03
H (-3.2216, 1.6087, 4.3036)  0.04
H (-1.9094, 0.4393, 4.1927)  0.02
H (-3.4395, 0.2421, 3.2158)  0.03
Cl (-2.7471, 0.1442, -0.9836)  0.10
N (-2.2573, -2.1636, 3.6365)  0.06
C (-2.9020, -2.7223, 2.3926)  -0.08
C (-2.3559, -1.9447, 1.2092)  -0.25
N (-0.8937, -2.0007, 1.0958)  -0.04
C (-0.2389, -1.6538, 2.3565)  -0.20
C (-0.7690, -2.3751, 3.5841)  -0.08
H (-2.6568, -2.5557, 4.4822)  0.18
H (-2.4382, -1.1633, 3.6605)  0.07
H (-3.9812, -2.6060, 2.4772)  0.14
H (-2.6517, -3.7807, 2.3493)  0.13
H (-2.6433, -0.8966, 1.2970)  0.04
H (-2.8119, -2.2920, 0.2892)  0.08
H (-0.5947, -2.9060, 0.7530)  0.08
H (-0.3780, -0.5786, 2.4895)  0.08
H (0.8304, -1.8510, 2.2847)  0.12
H (-0.3262, -1.9758, 4.4970)  0.13
H (-0.6021, -3.4492, 3.5397)  0.13


C14H28O8 | the ωB97M-V functional and the def2-TZVPD basis

Its gap between HOMO and LUMO is 10.22 eV. The SMILES is COC(=O)OC.COC(=O)OC.C1CCOC1.C1CCOC1. The calculation puts the strongest force on any atom at 0.0294 hartree/bohr. As for the multiplicity: 1.

Last column: natural (NBO) charge in e.
Element x y z (Å)
C (-1.0920, -2.0117, 2.4004)  -0.27
O (-2.0432, -1.5009, 3.3225)  -0.49
C (-2.4822, -0.2732, 3.0789)  0.98
O (-2.1193, 0.4537, 2.1936)  -0.65
O (-3.3992, 0.0275, 3.9973)  -0.50
C (-4.1889, 1.1750, 3.7155)  -0.25
H (-0.5904, -2.8546, 2.8666)  0.19
H (-0.3197, -1.2803, 2.1692)  0.22
H (-1.5625, -2.3106, 1.4638)  0.18
H (-3.5922, 2.0784, 3.8300)  0.19
H (-4.9888, 1.1779, 4.4522)  0.20
H (-4.6476, 1.1087, 2.7302)  0.19
C (0.1916, 0.1310, -0.8688)  -0.27
O (0.8047, -0.2707, 0.3363)  -0.50
C (2.1247, -0.4514, 0.3398)  0.99
O (2.9286, 0.0785, -0.3724)  -0.63
O (2.3967, -1.2639, 1.3687)  -0.50
C (3.7691, -1.4967, 1.6405)  -0.27
H (0.0491, -0.6968, -1.5712)  0.19
H (0.7925, 0.8494, -1.4321)  0.20
H (-0.7802, 0.5680, -0.6621)  0.21
H (3.8569, -2.5172, 2.0057)  0.19
H (4.1220, -0.8065, 2.4084)  0.19
H (4.4146, -1.3783, 0.7719)  0.21
C (3.2537, -3.9759, -1.8403)  -0.43
C (3.3746, -2.8490, -2.8745)  -0.44
C (1.9124, -2.4650, -3.1331)  -0.08
O (1.0821, -3.3988, -2.4543)  -0.52
C (1.8211, -3.8449, -1.3386)  -0.07
H (4.0262, -3.9127, -1.0736)  0.21
H (3.3545, -4.9615, -2.2980)  0.21
H (3.8760, -3.1865, -3.7811)  0.21
H (3.9435, -2.0084, -2.4802)  0.22
H (1.6366, -2.4406, -4.1870)  0.19
H (1.7385, -1.4488, -2.7543)  0.16
H (1.4858, -4.8022, -0.9382)  0.19
H (1.7161, -3.1267, -0.5100)  0.15
C (-2.1348, 3.3166, -0.0829)  -0.44
C (-1.3603, 3.5587, -1.3936)  -0.44
C (-1.8900, 4.9215, -1.9003)  -0.07
O (-2.9912, 5.2710, -1.0989)  -0.53
C (-2.8506, 4.6329, 0.1694)  -0.07
H (-1.4519, 3.0963, 0.7403)  0.22
H (-2.7907, 2.4501, -0.1406)  0.21
H (-1.6396, 2.7764, -2.0981)  0.21
H (-0.2793, 3.5554, -1.2709)  0.21
H (-2.2628, 4.7795, -2.9197)  0.18
H (-1.1158, 5.6924, -1.9701)  0.16
H (-3.8370, 4.5430, 0.6223)  0.19
H (-2.2614, 5.2920, 0.8213)  0.16


C8H5Cl2NO4 | the ωB97M-V functional and the def2-TZVPD basis

Its gap between HOMO and LUMO (spin up / spin down) is 8.16 / 7.25 eV. The value obtained for the energy relative to the best compared isomer or geometry (same formula, charge and spin) is 477.5 kJ/mol. The calculation puts the strongest force on any atom at 0.0550 hartree/bohr. As for the multiplicity: 1.

Last column: natural (NBO) charge in e.
Element x y z (Å)
C (-1.2533, 0.2072, -0.4281)  -0.21
C (-0.5131, -0.8715, -0.9628)  -0.19
C (-0.7199, 1.0451, 0.5221)  -0.22
C (0.8023, -0.8818, -0.6421)  -0.25
C (0.4543, 0.7618, 1.1732)  -0.25
C (1.3018, -0.1172, 0.4791)  0.28
C (5.0434, 0.3314, 0.9341)  0.43
C (3.6417, 0.6313, 0.6724)  0.20
N (5.1826, -0.6181, -1.4637)  0.51
O (5.1066, 0.3220, -2.1970)  -0.26
O (5.9687, 1.0783, 0.9142)  -0.49
O (5.5284, -1.7712, -1.4349)  -0.25
O (2.6720, -0.3202, 0.6526)  -0.45
Cl (5.2533, -1.4230, 1.4242)  -0.10
Cl (3.3776, 2.1646, -0.0032)  0.09
H (-2.1716, 0.4351, -1.0125)  0.22
H (-0.9818, -1.6799, -1.6396)  0.23
H (-1.3919, 1.7099, 1.0864)  0.23
H (1.3987, -1.6451, -1.1432)  0.23
H (0.7273, 1.3324, 2.0765)  0.24


- Look up the strongest force on any atom of the second one.
  0.0294 hartree/bohr